Record 1
# C26H29N4

A 2-piece molecular cluster, C26H29N4 overall in a non-equilibrium geometry (the ωB97M-V functional and the def2-TZVPD basis, OMol25).

Last column: Löwdin charge in e.
Geometry (Å):
C 5.9969 1.3420 1.0502  -0.002
N 4.5918 1.1339 1.3418  -0.079
C 3.6127 2.0827 1.2109  0.051
C 2.3708 1.5304 1.6240  -0.138
C 1.1313 2.1571 1.8827  0.098
C -0.1576 1.6672 1.5125  -0.189
C -0.4139 0.4525 0.8063  0.037
C -1.7154 -0.0222 0.6718  -0.124
C -2.8235 0.6931 1.2389  -0.060
N -4.0667 0.1436 1.2764  -0.034
C -4.3642 -1.1647 0.6938  -0.133
C -3.1426 -2.0780 0.5725  -0.152
C -1.9526 -1.3181 -0.0153  -0.142
C -5.2159 0.8568 1.8344  -0.136
C -4.8343 1.9126 2.8639  -0.154
C -3.7139 2.8036 2.3186  -0.144
C -2.5836 2.0042 1.7675  -0.136
C -1.2948 2.5022 1.7815  0.044
C 2.6392 0.1259 1.9059  -0.128
C 1.8631 -0.8788 2.4547  -0.031
C 2.4677 -2.1347 2.6639  -0.105
C 3.8724 -2.2629 2.7035  -0.058
C 4.6725 -1.2474 2.1493  -0.001
C 4.0294 -0.0829 1.7497  -0.157
H 6.5976 0.4810 1.3689  0.088
H 6.1458 1.5115 -0.0264  0.104
H 6.3677 2.2358 1.5627  0.101
H 3.8098 3.0711 0.8249  0.141
H 1.1570 3.1611 2.2908  0.129
H 0.4102 -0.0694 0.3153  0.136
H -5.1469 -1.6460 1.3015  0.129
H -4.7776 -1.0059 -0.3181  0.139
H -2.8907 -2.4753 1.5665  0.125
H -3.3687 -2.9389 -0.0682  0.123
H -2.1513 -1.1218 -1.0782  0.134
H -1.0359 -1.9176 0.0158  0.124
H -5.7444 1.3653 1.0134  0.139
H -5.9033 0.1233 2.2782  0.129
H -5.6895 2.5419 3.1379  0.124
H -4.4914 1.4101 3.7772  0.125
H -4.1178 3.4562 1.5305  0.132
H -3.3195 3.4738 3.0925  0.125
H -1.1304 3.5754 1.9624  0.140
H 0.8262 -0.6447 2.7022  0.107
H 1.8379 -3.0090 2.8494  0.109
H 4.3451 -3.1230 3.1889  0.115
H 5.7543 -1.3214 2.0229  0.106
C 0.1991 -1.9295 8.9033  -0.022
N 0.5801 -1.7346 7.5057  -0.139
C 0.4309 -0.6007 6.7184  -0.159
N 0.9473 -0.7820 5.5083  0.052
C 1.4767 -2.0632 5.5225  -0.157
C 1.2259 -2.6706 6.7269  -0.076
H 0.4473 -2.9574 9.1923  0.092
H 0.7422 -1.2420 9.5602  0.091
H -0.8735 -1.7681 9.0441  0.089
H -0.0438 0.2869 7.1024  0.117
H 2.0290 -2.5162 4.7248  0.046
H 1.4934 -3.6759 7.0102  0.114

Cartesian forces (eV/Å) of the 6 atoms listed first:
C 0.429 0.349 -0.473
N -0.833 0.335 -0.530
C -0.461 -1.216 1.339
C 0.963 -0.474 -0.039
C -1.401 -0.081 -1.968
C 1.119 1.092 0.152

HOMO energy (eV): -10.10
Net charge: +1
Max |F| (eV/Å): 2.4
Frontier orbital gap (eV): 5.9

=====

Record 2
# C26H29N5O6PPdS3

C26H29N5O6PPdS3 as an isolated structure in a non-equilibrium geometry (the ωB97M-V functional and the def2-TZVPD basis, OMol25).

Last column: Löwdin charge in e.
Geometry (Å):
Pd -0.7919 0.0946 -0.2145  0.709
N 1.2364 2.4228 2.8761  0.107
C 0.7903 1.6036 1.8909  -0.763
S -0.8360 1.1542 1.8135  0.729
N 1.6814 1.3256 0.8891  0.073
N 1.1422 0.7898 -0.1769  -0.079
C 1.8022 0.7888 -1.3316  -0.117
C 2.9839 1.6123 -1.5513  -0.165
C 3.9516 1.8091 -0.5681  -0.047
C 4.8128 2.8583 -0.6639  -0.067
C 4.7714 3.7016 -1.7802  -0.064
C 3.9277 3.4135 -2.8049  -0.062
C 3.1043 2.2955 -2.7410  -0.011
C 1.2132 -0.0619 -2.2916  -0.243
C 1.8923 -0.5586 -3.4135  0.033
C 1.2345 -1.2969 -4.3904  -0.009
C -0.1067 -1.5109 -4.1492  -0.049
C -0.7234 -1.1622 -2.9820  -0.058
N 0.0019 -0.4833 -1.9924  -0.021
H 0.5306 2.9965 3.3889  0.134
H 2.1748 2.7698 2.8965  0.107
H 4.0193 1.1522 0.3041  0.116
H 5.5035 3.0165 0.1948  0.128
H 5.5314 4.5279 -1.7257  0.136
H 3.9341 4.0558 -3.7246  0.137
H 2.4809 2.1082 -3.5694  0.111
H 2.9503 -0.3761 -3.5952  0.133
H 1.6902 -1.5972 -5.2968  0.115
H -0.7028 -2.0257 -4.9470  0.143
H -1.6876 -1.5164 -2.6854  0.115
O -3.0716 0.4813 -0.7782  -0.126
C -3.5479 1.6330 -0.6912  -0.231
C -3.0436 2.9129 -1.0107  -0.101
C -3.7538 4.0152 -0.5781  0.048
C -3.0826 5.2485 -0.4374  -0.146
C -1.7429 5.4816 -0.8635  0.009
C -1.0265 4.4435 -1.3383  -0.020
C -1.5198 3.0909 -1.3740  -0.331
O -0.8026 2.1190 -1.6557  -0.060
N -3.9609 6.3313 -0.1404  -0.365
O -5.1058 6.0352 0.2907  0.029
O -3.5392 7.4275 -0.3889  0.092
H -4.6190 1.6932 -0.3768  0.139
H -4.7900 3.9702 -0.2843  0.126
H -1.3187 6.4465 -0.8625  0.110
H 0.0604 4.5657 -1.6313  0.131
C -2.9838 -4.3875 2.8115  -0.077
C -2.6100 -5.3995 1.7244  -0.410
C -1.8382 -6.6256 2.2784  -0.038
O -1.7937 -4.8691 0.6182  -0.345
P -0.7637 -3.6076 0.5799  -0.082
S 0.2375 -3.9930 -1.0551  0.604
S -1.6942 -1.9360 1.0688  0.447
O 0.0678 -3.9753 1.9495  -0.328
C 1.3212 -3.2566 2.4549  -0.403
C 1.8828 -2.3147 1.4954  -0.108
C 1.0197 -2.7207 3.8487  -0.020
H -3.4023 -4.9589 3.6232  0.084
H -3.6228 -3.5541 2.4272  0.073
H -2.0977 -3.7900 3.1076  0.043
H -3.5020 -5.7849 1.2801  0.127
H -0.9592 -6.1255 2.8176  0.093
H -1.3798 -7.1899 1.4455  0.088
H -2.5307 -7.1645 2.9584  0.094
H 1.9190 -4.1258 2.6405  0.136
H 1.2378 -1.4767 1.3196  0.024
H 2.2475 -2.8964 0.5989  0.080
H 2.7889 -1.8938 1.9335  0.098
H 0.0464 -2.2091 3.8302  0.085
H 1.7725 -2.0272 4.1567  0.079
H 0.9885 -3.5207 4.5487  0.077

Cartesian forces (eV/Å) of the 6 atoms listed first:
Pd -2.184 0.792 -0.312
N -1.438 0.114 0.288
C -0.642 0.796 0.015
S -0.129 0.952 1.727
N 0.244 0.779 -0.345
N 1.607 -0.357 1.216

HOMO energy (spin up / spin down) (eV): -10.11 / -10.09
Net charge: +1
Max |F| (eV/Å): 5.5
2S+1: 5
Frontier orbital gap (spin up / spin down) (eV): 5.9 / 3.4

=====

Record 3
# C26H30BiIOP

C26H30BiIOP as an isolated structure (the ωB97M-V functional and the def2-TZVPD basis, OMol25).

Last column: Löwdin charge in e.
Geometry (Å):
Bi 0.1346 0.6303 -0.6162  1.462
C -0.1629 2.8175 3.3035  -0.083
C -0.9088 3.9455 2.6237  -0.268
C -0.9315 5.1944 3.2398  -0.031
C -1.6034 6.2720 2.6814  -0.053
C -2.2762 6.1266 1.4774  -0.063
C -2.2698 4.8983 0.8395  -0.071
C -1.6019 3.8090 1.4076  -0.303
P -1.6803 2.2286 0.5370  0.991
C -2.6174 2.5248 -0.9993  -0.361
C -1.8144 3.0722 -2.0149  -0.169
C -2.3127 3.3087 -3.2816  -0.069
C -3.6294 2.9661 -3.5593  -0.055
C -4.4340 2.4395 -2.5623  -0.034
C -3.9703 2.2307 -1.2604  -0.238
C -4.9675 1.7645 -0.2222  -0.029
C -2.4519 1.0264 1.6436  -0.344
C -3.2761 1.4450 2.6927  -0.098
C -3.8109 0.5259 3.5723  -0.058
C -3.5218 -0.8280 3.4061  -0.049
C -2.6981 -1.2426 2.3722  -0.034
C -2.1415 -0.3255 1.4735  -0.305
C -1.2478 -0.8523 0.3663  -0.332
H 0.7849 3.1770 3.7066  0.073
H 0.0582 1.9954 2.6255  -0.002
H -0.7488 2.4070 4.1329  0.097
H -0.3962 5.3220 4.1766  0.123
H -1.5945 7.2325 3.1858  0.115
H -2.7967 6.9665 1.0310  0.113
H -2.7909 4.7838 -0.1031  0.102
H -0.7792 3.3352 -1.7977  0.087
H -1.6801 3.7493 -4.0456  0.114
H -4.0360 3.1257 -4.5525  0.115
H -5.4757 2.2141 -2.7797  0.120
H -5.9821 1.9363 -0.5836  0.085
H -4.8570 2.3001 0.7165  0.069
H -4.8680 0.6957 -0.0074  0.092
H -3.4934 2.5004 2.8201  0.117
H -4.4502 0.8565 4.3841  0.115
H -3.9357 -1.5624 4.0915  0.115
H -2.4680 -2.2992 2.2566  0.121
H -1.8550 -1.2799 -0.4396  0.059
H -0.6010 -1.6502 0.7428  0.060
C 2.5930 -2.1090 -3.0992  -0.145
C 1.4185 -3.1122 -3.1126  -0.134
C 0.6903 -2.8740 -1.7768  -0.171
O 1.3346 -1.7282 -1.1702  -0.342
C 2.6999 -1.7204 -1.6377  -0.196
H 2.3596 -1.2322 -3.6993  0.113
H 3.5210 -2.5389 -3.4734  0.119
H 1.7736 -4.1387 -3.1718  0.113
H 0.7595 -2.9419 -3.9620  0.111
H 0.7860 -3.7301 -1.1077  0.125
H -0.3664 -2.6438 -1.8949  0.109
H 3.2820 -2.4502 -1.0712  0.132
H 3.1163 -0.7280 -1.4680  0.116
I 2.5921 2.5797 0.9997  0.758
C 1.6597 0.6670 1.0259  -0.926
H 1.2395 0.4991 2.0171  -0.032
H 2.4348 -0.0701 0.8144  -0.044

Cartesian forces (eV/Å) of the 6 atoms listed first:
Bi 0.215 -0.125 0.005
C -0.237 0.105 0.005
C 0.049 -0.040 0.014
C 0.061 0.001 0.030
C 0.026 0.032 0.058
C 0.002 0.055 -0.035

HOMO energy (eV): -11.58
Net charge: +1
Max |F| (eV/Å): 0.4
Frontier orbital gap (eV): 8.9

=====

Record 4
# C26H30BrNO4Pd

C26H30BrNO4Pd as an isolated structure (the ωB97M-V functional and the def2-TZVPD basis, OMol25).

Last column: Löwdin charge in e.
Geometry (Å):
Pd -0.8234 -0.1199 0.5169  0.616
C 0.3759 7.2568 -0.6839  -0.134
O 1.6439 6.6623 -0.6110  -0.113
C 1.6718 5.3017 -0.3516  -0.313
C 2.9499 4.7547 -0.1856  -0.078
C 3.0489 3.4100 0.1295  -0.079
C 1.9364 2.5928 0.2802  -0.119
C 2.0244 1.1783 0.6832  -0.407
C 3.0510 0.3087 -0.0203  -0.008
O 1.2480 0.6855 1.4857  0.002
C 0.6079 3.1137 0.0199  -0.389
O -0.4315 2.4072 0.0057  -0.078
C 0.5455 4.5236 -0.2716  0.026
H 0.5424 8.3101 -0.9113  0.077
H -0.1654 7.1751 0.2656  0.090
H -0.2440 6.8123 -1.4692  0.085
H 3.8248 5.3850 -0.2812  0.086
H 4.0360 2.9994 0.3215  0.098
H 3.9094 0.8879 -0.3585  0.057
H 2.5402 -0.1191 -0.8867  0.083
H 3.3639 -0.5120 0.6224  0.067
H -0.4503 4.9304 -0.3929  0.094
Br -5.2994 -0.0963 -2.2149  0.604
C -4.1005 -0.2211 -0.7116  -0.726
C -3.3851 0.8758 -0.3194  -0.148
C -2.6493 0.7862 0.8996  -0.324
N -2.6008 -0.3741 1.6291  -0.051
C -3.2115 -1.4541 1.1006  -0.198
C -4.0438 -1.4242 -0.0049  -0.195
H -3.3904 1.8058 -0.8687  0.090
H -2.4028 1.7006 1.4289  0.091
H -3.0828 -2.3852 1.6458  0.095
H -4.6024 -2.2970 -0.3089  0.080
C 2.3171 -3.1034 2.2837  -0.077
C 0.8960 -3.6439 2.4736  -0.388
C 0.0507 -2.6197 3.2253  -0.073
C 0.2886 -4.0852 1.1469  -0.138
C -0.0894 -5.4168 1.0694  -0.103
C -0.6005 -5.9969 -0.0836  -0.158
C -0.7178 -5.1990 -1.2114  -0.098
C -0.3628 -3.8616 -1.2047  -0.147
C -0.4788 -3.0925 -2.5125  -0.378
C -1.3671 -1.8511 -2.4224  -0.073
C 0.9109 -2.7275 -3.0497  -0.078
C 0.1546 -3.2249 -0.0169  -0.322
O 0.5680 -2.0049 -0.0932  -0.159
H 2.7925 -2.9012 3.2494  0.065
H 2.2455 -2.1767 1.7192  0.048
H 2.9389 -3.8113 1.7274  0.075
H 0.9470 -4.5434 3.1028  0.108
H -0.0418 -1.7148 2.6383  0.048
H 0.5200 -2.3555 4.1789  0.067
H -0.9484 -3.0116 3.4270  0.070
H 0.0322 -6.0367 1.9559  0.088
H -0.8696 -7.0478 -0.1068  0.067
H -1.0948 -5.6362 -2.1341  0.090
H -0.9523 -3.7667 -3.2387  0.112
H -0.9925 -1.1477 -1.6789  0.043
H -2.3757 -2.1417 -2.1325  0.063
H -1.4178 -1.3418 -3.3911  0.073
H 1.4199 -2.0935 -2.3233  0.061
H 0.8314 -2.1941 -4.0031  0.063
H 1.5076 -3.6306 -3.2081  0.069

Cartesian forces (eV/Å) of the 6 atoms listed first:
Pd -0.312 -0.111 -0.116
C -0.071 0.086 -0.002
O 0.031 -0.077 -0.004
C 0.008 -0.057 -0.067
C 0.261 0.074 0.042
C -0.085 0.010 0.026

HOMO energy (eV): -0.95
Net charge: -2
Max |F| (eV/Å): 0.7
Frontier orbital gap (eV): 5.3

=====

Calculated ΔE to the lowest compared entry with this formula, charge and spin (kJ/mol), listed in the same order as above: 52.2 131.6 0.0 66.2